1.
Formula: C2H4BBrF6OP
Source: OMol25
Level of theory: the ωB97M-V functional and the def2-TZVPD basis

Geometry (Å):
F1 -3.35 -1.73 1.79
F2 -3.17 -3.11 0.13
Br1 -0.77 0.56 -1.50
F3 -2.05 -1.81 -0.64
O1 0.20 1.80 1.04
C1 0.43 1.65 -0.26
H1 2.12 3.32 -0.27
F4 -1.93 -0.66 1.18
H2 3.48 0.74 -1.76
B1 2.99 1.19 -0.78
C2 1.80 2.37 -0.88
F5 -1.89 -3.33 1.87
F6 -0.62 -2.36 0.89
H3 1.67 2.71 -2.00
H4 3.26 0.84 0.33
P1 -2.17 -2.17 0.87

DFT total energy ... -100500.443 eV
HOMO-LUMO gap ... 8.540 eV
2S+1 ... 1
Charge ... -1



2.
Formula: C4H6LiO3
Source: OMol25
Level of theory: the ωB97M-V functional and the def2-TZVPD basis

Geometry (Å):
C1 -3.04 0.15 0.93
C2 -2.04 -1.19 0.87
H1 -0.02 -0.37 0.42
H2 -2.68 -2.04 0.64
O1 0.61 0.24 2.89
O2 2.66 1.30 2.69
H3 -0.50 -1.87 -0.44
C3 1.68 0.74 2.86
H4 -2.70 1.14 0.65
H5 -4.06 -0.21 0.74
H6 0.20 -2.18 0.98
C4 -0.43 -1.38 0.55
O3 -2.39 -0.46 1.98
Li1 -1.42 0.18 3.83

DFT total energy ... -10571.894 eV
HOMO-LUMO gap (alpha / beta) ... 12.595 / 7.109 eV
2S+1 ... 2
Energy relative to the best compared isomer or geometry (same formula, charge and spin) ... 20.55 kcal per mole
Charge ... +2



3.
Formula: C4H39N2O13
Source: OMol25
Level of theory: the ωB97M-V functional and the def2-TZVPD basis

Geometry (Å):
H1 -0.01 0.93 4.67
H2 -1.71 -4.81 0.88
O1 0.88 0.81 4.78
H3 -0.13 4.08 -1.27
H4 3.06 -2.48 -3.76
C1 3.81 2.53 -1.59
H5 -1.90 2.96 2.74
H6 -1.54 0.76 -2.81
O2 0.53 0.03 2.67
H7 3.54 -0.28 -1.69
H8 3.53 -1.16 -4.43
O3 -2.52 2.26 2.58
H9 -4.70 1.63 -1.30
O4 -3.83 -1.36 -0.40
H10 -5.12 1.70 0.23
H11 -4.32 -2.14 -0.39
H12 0.66 2.68 0.82
O5 -5.30 1.30 -0.62
H13 -2.58 1.05 3.90
O6 0.66 3.73 -1.17
H14 -0.05 -3.85 2.87
O7 2.94 -1.54 -3.77
H15 -0.54 -0.49 -0.88
H16 -1.09 -2.62 -0.46
H17 1.23 -1.27 -2.31
H18 4.93 2.13 -1.72
H19 0.98 -3.99 -0.37
H20 1.31 -0.36 2.80
H21 -4.50 -0.69 -0.61
H22 1.40 4.12 -1.63
H23 1.56 -1.12 -0.51
H24 3.40 2.94 -2.47
H25 -2.07 -1.47 0.08
H26 -0.17 -0.26 3.17
N1 0.11 0.20 -1.39
H27 -2.41 1.93 1.64
H28 1.18 -2.93 0.54
O8 1.26 -3.04 -0.38
O9 0.10 -3.63 1.93
H29 2.09 1.91 -0.47
O10 0.07 1.90 0.92
H30 -0.43 -2.71 1.81
H31 -1.52 -5.53 -0.46
H32 1.39 1.56 4.54
H33 0.40 0.85 -0.59
C2 -0.37 0.94 -2.58
H34 0.26 1.28 1.64
H35 0.00 1.94 -2.64
C3 1.38 -0.58 -1.53
O11 -1.92 -4.80 -0.07
N2 2.91 1.54 -1.01
O12 -2.31 0.16 4.18
H36 2.56 0.56 -2.90
H37 -2.63 0.12 5.03
H38 0.22 0.55 -3.44
O13 -1.16 -1.68 0.00
C4 2.58 0.36 -1.89
H39 3.92 3.31 -0.90

DFT total energy ... -34370.400 eV
HOMO-LUMO gap ... 8.587 eV
2S+1 ... 1
Energy relative to the best compared isomer or geometry (same formula, charge and spin) ... 154.72 kcal per mole
Charge ... +1



Copy entry 3 word for word.
Formula: C4H39N2O13
Source: OMol25
Level of theory: the ωB97M-V functional and the def2-TZVPD basis

Geometry (Å):
H1 -0.01 0.93 4.67
H2 -1.71 -4.81 0.88
O1 0.88 0.81 4.78
H3 -0.13 4.08 -1.27
H4 3.06 -2.48 -3.76
C1 3.81 2.53 -1.59
H5 -1.90 2.96 2.74
H6 -1.54 0.76 -2.81
O2 0.53 0.03 2.67
H7 3.54 -0.28 -1.69
H8 3.53 -1.16 -4.43
O3 -2.52 2.26 2.58
H9 -4.70 1.63 -1.30
O4 -3.83 -1.36 -0.40
H10 -5.12 1.70 0.23
H11 -4.32 -2.14 -0.39
H12 0.66 2.68 0.82
O5 -5.30 1.30 -0.62
H13 -2.58 1.05 3.90
O6 0.66 3.73 -1.17
H14 -0.05 -3.85 2.87
O7 2.94 -1.54 -3.77
H15 -0.54 -0.49 -0.88
H16 -1.09 -2.62 -0.46
H17 1.23 -1.27 -2.31
H18 4.93 2.13 -1.72
H19 0.98 -3.99 -0.37
H20 1.31 -0.36 2.80
H21 -4.50 -0.69 -0.61
H22 1.40 4.12 -1.63
H23 1.56 -1.12 -0.51
H24 3.40 2.94 -2.47
H25 -2.07 -1.47 0.08
H26 -0.17 -0.26 3.17
N1 0.11 0.20 -1.39
H27 -2.41 1.93 1.64
H28 1.18 -2.93 0.54
O8 1.26 -3.04 -0.38
O9 0.10 -3.63 1.93
H29 2.09 1.91 -0.47
O10 0.07 1.90 0.92
H30 -0.43 -2.71 1.81
H31 -1.52 -5.53 -0.46
H32 1.39 1.56 4.54
H33 0.40 0.85 -0.59
C2 -0.37 0.94 -2.58
H34 0.26 1.28 1.64
H35 0.00 1.94 -2.64
C3 1.38 -0.58 -1.53
O11 -1.92 -4.80 -0.07
N2 2.91 1.54 -1.01
O12 -2.31 0.16 4.18
H36 2.56 0.56 -2.90
H37 -2.63 0.12 5.03
H38 0.22 0.55 -3.44
O13 -1.16 -1.68 0.00
C4 2.58 0.36 -1.89
H39 3.92 3.31 -0.90

DFT total energy ... -34370.400 eV
HOMO-LUMO gap ... 8.587 eV
2S+1 ... 1
Energy relative to the best compared isomer or geometry (same formula, charge and spin) ... 154.72 kcal per mole
Charge ... +1



What is the 2S+1 in the first record? 1



Repeat the third record exactly.
Formula: C4H39N2O13
Source: OMol25
Level of theory: the ωB97M-V functional and the def2-TZVPD basis

Geometry (Å):
H1 -0.01 0.93 4.67
H2 -1.71 -4.81 0.88
O1 0.88 0.81 4.78
H3 -0.13 4.08 -1.27
H4 3.06 -2.48 -3.76
C1 3.81 2.53 -1.59
H5 -1.90 2.96 2.74
H6 -1.54 0.76 -2.81
O2 0.53 0.03 2.67
H7 3.54 -0.28 -1.69
H8 3.53 -1.16 -4.43
O3 -2.52 2.26 2.58
H9 -4.70 1.63 -1.30
O4 -3.83 -1.36 -0.40
H10 -5.12 1.70 0.23
H11 -4.32 -2.14 -0.39
H12 0.66 2.68 0.82
O5 -5.30 1.30 -0.62
H13 -2.58 1.05 3.90
O6 0.66 3.73 -1.17
H14 -0.05 -3.85 2.87
O7 2.94 -1.54 -3.77
H15 -0.54 -0.49 -0.88
H16 -1.09 -2.62 -0.46
H17 1.23 -1.27 -2.31
H18 4.93 2.13 -1.72
H19 0.98 -3.99 -0.37
H20 1.31 -0.36 2.80
H21 -4.50 -0.69 -0.61
H22 1.40 4.12 -1.63
H23 1.56 -1.12 -0.51
H24 3.40 2.94 -2.47
H25 -2.07 -1.47 0.08
H26 -0.17 -0.26 3.17
N1 0.11 0.20 -1.39
H27 -2.41 1.93 1.64
H28 1.18 -2.93 0.54
O8 1.26 -3.04 -0.38
O9 0.10 -3.63 1.93
H29 2.09 1.91 -0.47
O10 0.07 1.90 0.92
H30 -0.43 -2.71 1.81
H31 -1.52 -5.53 -0.46
H32 1.39 1.56 4.54
H33 0.40 0.85 -0.59
C2 -0.37 0.94 -2.58
H34 0.26 1.28 1.64
H35 0.00 1.94 -2.64
C3 1.38 -0.58 -1.53
O11 -1.92 -4.80 -0.07
N2 2.91 1.54 -1.01
O12 -2.31 0.16 4.18
H36 2.56 0.56 -2.90
H37 -2.63 0.12 5.03
H38 0.22 0.55 -3.44
O13 -1.16 -1.68 0.00
C4 2.58 0.36 -1.89
H39 3.92 3.31 -0.90

DFT total energy ... -34370.400 eV
HOMO-LUMO gap ... 8.587 eV
2S+1 ... 1
Energy relative to the best compared isomer or geometry (same formula, charge and spin) ... 154.72 kcal per mole
Charge ... +1